1.
Entry from the OMol25 dataset: a structure of composition C43H60AsBaBrN7 in a non-equilibrium geometry (ωB97M-V with the def2-TZVPD basis set).

Computed properties:
- Energy relative to the best compared isomer or geometry (same formula, charge and spin): 49.1 kcal per mole
- Total charge: -1
- LUMO level: 1.62 eV

Last column: Löwdin charge in e.
Atoms and positions in Å:
Ba (0.639807, -0.052998, -0.548800)  1.57
Br (-1.861116, 1.194589, -0.979742)  -0.25
As (-2.222818, 1.961801, 2.649911)  1.01
N (3.000308, 2.923936, 0.613416)  0.13
N (2.056546, 3.763299, 2.542768)  -0.17
N (2.030527, 1.805145, -1.188638)  -0.09
N (1.305650, 1.694342, 1.637558)  0.09
N (1.845470, -1.474915, -1.973318)  -0.26
N (-0.778185, -2.396498, -1.238660)  -0.04
N (4.171312, 2.789395, -1.360255)  0.16
C (-1.706826, -3.194953, 1.322521)  -0.38
C (-2.630789, -3.130951, 0.123805)  -0.16
C (1.214370, -5.927369, -4.072112)  -0.18
C (5.218161, -0.085060, -2.386126)  -0.09
C (3.018400, 2.437419, -0.686639)  -0.51
C (2.882240, -0.331205, -3.890801)  -0.16
C (-0.179330, -4.452074, -2.652457)  -0.07
C (1.594850, -0.367322, -4.696307)  -0.37
C (1.884073, 5.127512, 2.049879)  -0.06
C (4.265892, -1.315200, -0.422731)  -0.35
C (-4.844826, -3.409076, -0.803623)  -0.10
C (2.466158, -6.047303, -4.754052)  -0.06
C (-2.646622, -2.023588, -3.571591)  -0.36
C (-2.867168, -2.969747, -4.757464)  -0.06
C (4.117131, -0.705735, -1.812209)  -0.16
C (4.303504, -2.845565, -0.510773)  -0.05
C (-2.048381, -2.094347, 2.328259)  -0.07
C (3.207228, -0.881156, 0.600913)  -0.15
C (3.096780, -3.797109, -3.985082)  -0.04
C (0.212434, -6.928892, -3.939389)  -0.05
C (-3.427736, -0.728126, -3.818159)  -0.09
C (-3.972103, -3.458170, 0.271099)  -0.06
C (4.005311, 0.298737, -4.411400)  -0.06
C (-2.124622, -2.737659, -1.135070)  -0.21
C (1.316996, 3.510760, 3.766107)  -0.08
C (1.769719, -1.064738, -6.046349)  -0.05
C (-4.365377, -2.980214, -2.032704)  -0.06
C (2.031917, 2.732517, 1.602583)  -0.45
C (-2.783743, 2.565517, 4.449536)  -0.36
C (-2.254313, 3.724918, 1.792090)  -0.35
C (1.029370, 1.043539, -4.890347)  -0.05
C (-1.710348, -4.572805, 1.985256)  -0.07
C (1.884232, -3.637551, -3.349957)  -0.10
C (3.355125, -5.007982, -4.692026)  -0.10
C (1.254206, -2.619988, -2.528854)  -0.25
C (0.969795, -4.733432, -3.424503)  -0.10
C (-3.037081, -2.621356, -2.222514)  -0.13
C (2.923699, -0.878698, -2.574487)  -0.28
C (0.006917, -3.068346, -2.104612)  -0.23
C (-3.989927, 1.352226, 2.086793)  -0.35
C (5.184011, 0.420229, -3.682458)  -0.13
C (-0.895074, -6.687090, -3.168881)  -0.09
C (-1.107350, -5.447647, -2.501083)  -0.01
H (0.812869, -1.113380, -6.572089)  0.08
H (1.575729, 2.528877, 4.160783)  0.10
H (-3.331355, -0.045838, -2.973890)  -0.01
H (3.363947, -3.225294, -0.913986)  0.08
H (-3.526045, 3.362705, 4.380162)  0.01
H (-5.888430, -3.674590, -0.680752)  0.09
H (1.599232, 4.262653, 4.502312)  0.09
H (0.074820, 1.000269, -5.419922)  0.08
H (-2.681377, -4.792902, 2.437983)  0.07
H (0.589690, 1.736299, 2.359086)  -0.01
H (2.238647, -1.222136, 0.245582)  -0.07
H (-4.732950, 2.131080, 2.266452)  0.02
H (0.339702, -7.888615, -4.429601)  0.10
H (4.310922, -5.107374, -5.195684)  0.09
H (-2.002220, -5.311146, -1.906926)  0.10
H (2.530326, 5.329031, 1.199204)  0.08
H (-2.019360, -1.114003, 1.848168)  0.04
H (6.060288, 0.884209, -4.119222)  0.09
H (-3.947040, 1.107719, 1.026544)  -0.03
H (0.849176, 5.319470, 1.741795)  0.09
H (-2.105413, 3.575775, 0.722833)  -0.03
H (-2.585029, -2.472015, -5.690338)  0.07
H (-1.495672, -5.353681, 1.253070)  0.08
H (5.015623, 2.764782, -0.805138)  0.10
H (0.864539, -0.938980, -4.125297)  0.11
H (-3.050349, -0.224370, -4.713515)  0.07
H (2.143724, 5.822938, 2.846985)  0.08
H (-4.253474, 0.456079, 2.648574)  0.01
H (-3.224002, 1.718830, 4.977642)  0.01
H (-3.211134, 4.219119, 1.970827)  0.02
H (-3.922752, -3.249260, -4.838280)  0.07
H (0.843484, 1.543421, -3.935895)  0.07
H (3.403696, -1.352141, 1.568696)  0.09
H (0.229795, 3.555292, 3.623754)  0.06
H (5.111732, -3.176258, -1.165883)  0.08
H (4.301159, 2.270548, -2.221788)  0.07
H (-1.644027, -7.463764, -3.060930)  0.09
H (-3.056168, -2.236071, 2.732325)  0.07
H (-1.589219, -1.767385, -3.530582)  0.12
H (2.268129, 1.477877, -2.128655)  0.04
H (3.860654, -3.028730, -3.960180)  0.10
H (-0.954763, -4.625779, 2.774601)  0.07
H (3.739350, 3.559466, 0.854535)  0.13
H (2.712311, -6.956950, -5.290430)  0.09
H (1.714569, 1.667188, -5.473359)  0.07
H (-1.345887, -2.092352, 3.168248)  0.07
H (3.960750, 0.708289, -5.416271)  0.11
H (2.474810, -0.522078, -6.684456)  0.07
H (6.135584, -0.010933, -1.806805)  0.10
H (-1.451285, 4.352430, 2.185015)  -0.01
H (5.238547, -0.976800, -0.045531)  0.12
H (-4.489598, -0.940218, -3.977809)  0.07
H (-4.341800, -3.767519, 1.244860)  0.10
H (-2.282709, -3.880119, -4.672134)  0.06
H (4.459211, -3.284420, 0.479324)  0.07
H (-0.701253, -3.008651, 0.942165)  0.11
H (3.176445, 0.200623, 0.759247)  0.03
H (2.137977, -2.082495, -5.913715)  0.07
H (-5.056131, -2.895673, -2.866671)  0.10
H (-1.930521, 2.920808, 5.028715)  -0.01

Force components x, y, z for each atom (eV/Å):
-3.43 -0.65 1.75
-1.57 0.99 -0.21
0.01 0.04 0.10
0.02 -0.05 -0.01
0.07 0.09 0.09
1.49 1.92 -0.65
0.20 -0.03 0.05
1.10 -1.20 -1.27
0.06 0.02 -0.26
0.08 -0.03 0.09
0.00 -0.02 0.01
0.00 -0.01 0.00
0.00 0.02 0.00
0.01 0.03 0.01
-0.10 0.17 -0.11
0.03 0.00 0.02
-0.05 0.03 -0.05
0.01 0.02 -0.03
-0.04 0.01 -0.01
-0.06 -0.04 -0.04
-0.01 0.01 0.00
0.01 -0.01 0.01
-0.05 0.00 0.07
-0.04 0.07 0.08
-0.03 0.01 0.00
-0.01 0.00 0.01
0.02 -0.03 0.02
0.56 -0.24 0.11
-0.01 0.01 -0.01
0.01 -0.02 0.01
0.01 0.06 0.03
-0.03 -0.03 0.01
-0.01 0.01 0.00
-0.05 0.08 -0.13
-0.02 0.00 0.02
0.01 0.00 0.00
-0.01 -0.02 0.01
-0.07 0.06 -0.08
-0.02 -0.01 -0.04
-0.01 0.01 -0.04
0.00 -0.01 0.00
-0.01 0.01 0.01
0.01 -0.03 0.02
-0.01 0.01 0.00
0.08 -0.10 0.01
0.03 -0.01 -0.01
0.09 -0.06 0.00
0.18 -0.19 -0.11
-0.02 -0.04 -0.05
0.02 -0.03 -0.04
0.00 0.00 0.02
-0.01 -0.01 -0.01
-0.06 0.09 -0.05
0.01 0.00 0.00
0.00 0.02 -0.01
0.00 -0.02 -0.05
0.00 0.00 0.01
-0.01 -0.02 0.00
0.01 0.00 0.00
-0.01 0.01 0.00
0.01 0.01 0.00
0.01 -0.01 -0.01
-0.05 0.02 -0.11
1.27 -0.84 0.66
0.01 -0.01 0.00
-0.01 0.01 0.01
0.01 0.00 0.00
-0.01 0.02 0.01
-0.01 -0.03 -0.01
-0.01 0.04 -0.01
-0.01 0.00 0.00
0.00 0.00 0.01
0.00 -0.01 0.02
0.00 0.00 0.01
-0.01 -0.01 0.03
0.01 0.01 0.01
-0.03 -0.01 -0.01
-0.01 -0.03 0.04
-0.01 -0.01 0.00
0.01 0.01 0.00
0.00 0.00 0.00
0.02 0.00 0.02
0.01 0.00 0.00
0.04 0.01 0.00
-0.01 -0.01 0.00
0.03 0.04 -0.02
0.01 0.00 0.01
-0.02 0.00 0.00
0.01 -0.03 -0.03
0.00 0.01 0.00
0.02 0.01 -0.01
0.11 -0.01 0.05
0.07 0.21 -0.02
0.00 -0.01 0.00
-0.02 0.01 0.00
0.00 0.05 0.02
-0.01 0.01 0.01
-0.01 -0.01 0.02
-0.01 0.01 -0.01
0.00 -0.01 0.01
-0.02 -0.01 0.01
-0.01 0.00 0.00
-0.02 -0.01 0.00
0.00 0.00 0.01
0.01 0.00 0.01
0.01 0.01 -0.02
0.12 -0.16 0.07
0.01 0.01 -0.01
0.01 -0.03 -0.02
0.06 -0.13 -0.03
0.00 0.01 0.00
0.02 -0.01 0.02
0.01 0.02 -0.01

2.
Entry from the OMol25 dataset: a cluster of 2 separate species, H2INS in total in a non-equilibrium geometry (ωB97M-V with the def2-TZVPD basis set).

Computed properties:
- Energy relative to the best compared isomer or geometry (same formula, charge and spin): 51.0 kcal per mole
- LUMO level (spin up / spin down): -0.32 / -3.93 eV

Last column: Löwdin charge in e.
Atoms and positions in Å:
I (3.104824, -0.243758, 0.009656)  0.27
S (-1.516846, -1.398629, 0.064185)  0.51
N (-0.412612, -0.342801, -0.172210)  -0.60
H (-0.804607, 0.315343, -0.782117)  -0.03
H (0.681152, -0.404102, -0.151752)  -0.15

Force components x, y, z for each atom (eV/Å):
0.33 0.01 0.01
-2.35 -3.57 1.30
4.39 1.93 -0.61
0.51 1.83 -0.88
-2.88 -0.21 0.17

3.
Entry from the OMol25 dataset: a cluster of 2 separate species, C9H16BBrO2 in total in a non-equilibrium geometry (ωB97M-V with the def2-TZVPD basis set).

Computed properties:
- Energy relative to the best compared isomer or geometry (same formula, charge and spin): 55.6 kcal per mole
- LUMO level: 0.46 eV

Last column: Löwdin charge in e.
Atoms and positions in Å:
Br (1.195883, -3.487689, -1.230189)  0.69
O (0.537259, 0.456406, -0.465324)  0.14
O (-1.070753, -0.994333, -0.111716)  0.15
C (-0.809293, -0.724559, 2.305408)  0.01
C (3.332921, -1.609098, -2.760452)  -0.01
C (-0.859929, 2.327682, 0.056351)  -0.01
C (0.968337, -2.001129, -2.432820)  -0.56
C (-0.163078, 1.074754, 0.582561)  -0.43
C (-1.215834, -0.090499, 0.953788)  -0.42
C (2.092694, -1.349094, -2.932244)  -0.35
C (-2.671850, 0.333315, 1.012846)  0.01
C (0.807929, 1.541508, 1.712784)  0.02
B (-0.048877, -0.683393, -0.895042)  -0.42
H (3.664535, -2.638972, -2.366241)  0.08
H (1.809216, -0.635695, -3.637771)  0.10
H (-0.795450, 0.151871, 2.991251)  0.11
H (-3.267058, -0.304020, 1.583050)  0.07
H (-1.340322, 2.938159, 0.748076)  0.07
H (1.469557, 2.129650, 1.165686)  0.07
H (4.113884, -0.965506, -2.928772)  0.03
H (0.160583, 2.087064, 2.330740)  0.08
H (-2.887205, 1.277358, 1.448843)  0.09
H (0.141001, -2.220263, -3.000107)  0.01
H (-1.603447, -1.441835, 2.472302)  0.09
H (0.068326, -1.276760, 2.231433)  0.07
H (1.270020, 0.598510, 2.031586)  0.10
H (-0.192659, 3.014179, -0.300825)  0.06
H (-1.596301, 2.112062, -0.692921)  0.10
H (-3.110085, 0.380326, 0.127718)  0.05

Force components x, y, z for each atom (eV/Å):
0.32 -0.50 0.00
1.84 0.42 -1.46
-1.33 -2.17 -0.51
-2.40 1.39 -1.11
2.56 -4.16 1.95
-0.65 -1.92 -0.31
-2.53 0.96 5.04
-1.62 0.43 0.76
0.82 1.54 1.40
-1.22 0.53 -1.06
1.93 0.42 2.63
-1.34 -3.17 -2.35
2.32 -0.74 -1.63
-0.66 1.87 0.05
-0.34 2.00 -0.65
0.03 -1.23 0.09
-0.73 -1.61 1.01
-1.14 0.43 1.96
1.48 1.25 -0.36
1.58 1.42 -1.20
-0.16 0.64 1.66
0.48 1.12 0.60
-1.54 -0.38 -1.65
-0.14 -0.05 0.79
1.89 -0.56 0.07
0.15 0.84 0.77
2.24 1.39 -1.55
-0.26 -0.23 -0.63
-1.59 0.08 -4.34

What is the energy relative to the best compared isomer or geometry (same formula, charge and spin) in the first record?
49.1 kcal per mole

Please write out number 2 again, unchanged.
Entry from the OMol25 dataset: a cluster of 2 separate species, H2INS in total in a non-equilibrium geometry (ωB97M-V with the def2-TZVPD basis set).

Computed properties:
- Energy relative to the best compared isomer or geometry (same formula, charge and spin): 51.0 kcal per mole
- LUMO level (spin up / spin down): -0.32 / -3.93 eV

Last column: Löwdin charge in e.
Atoms and positions in Å:
I (3.104824, -0.243758, 0.009656)  0.27
S (-1.516846, -1.398629, 0.064185)  0.51
N (-0.412612, -0.342801, -0.172210)  -0.60
H (-0.804607, 0.315343, -0.782117)  -0.03
H (0.681152, -0.404102, -0.151752)  -0.15

Force components x, y, z for each atom (eV/Å):
0.33 0.01 0.01
-2.35 -3.57 1.30
4.39 1.93 -0.61
0.51 1.83 -0.88
-2.88 -0.21 0.17

Among the records above, which one has the highest energy relative to the best compared isomer or geometry (same formula, charge and spin)?
C9H16BBrO2